C8H9N4S | the ωB97M-V functional and the def2-TZVPD basis

Atoms and positions in Å:
C  -2.5702  1.4834  1.7341
C  -2.1746  2.1194  0.5676
C  -1.8056  0.3883  2.2293
C  -1.1709  1.5830  -0.2709
C  -0.7645  -0.1126  1.4313
C  -0.4073  0.5157  0.2507
C  3.5020  -1.9379  0.0928
C  0.6688  -0.4289  -1.7543
N  2.5275  -1.3020  0.0362
N  1.7566  -0.3434  0.2407
N  0.5860  -0.1677  -0.4752
N  -0.2715  -0.1548  -2.6601
S  4.7946  -2.8819  -0.1350
H  -3.4593  1.9021  2.1593
H  -2.7340  2.8431  0.1494
H  -2.3294  -0.2139  3.0757
H  -0.8288  2.1428  -1.1144
H  -0.0513  -0.9496  1.6924
H  1.3881  -1.1775  -2.1016
H  4.2722  -3.5928  0.9086
H  -0.9001  0.5926  -2.3943
H  -0.0284  -0.3074  -3.6621

HOMO-LUMO gap (spin up / spin down): 0.305 / 0.305 Ha
total charge: +1
molar mass: 193.255 g/mol
energy above the lowest of the compared OMol25 structures with the same formula, charge and spin: 2.390 eV
E: -927.05131 a.u.
spin multiplicity: 1
E_HOMO (spin up / spin down): -11.743 / -11.743 eV